Arrangement 1

Here is a single C7H9N molecule from the Open Molecules 2025 dataset. Energies are from the ωB97M-V functional and the def2-TZVPD basis.

CARTESIAN COORDINATES (ANGSTROEM)
C 0.561 -1.151 2.266
C 0.274 -0.860 1.037
C -0.013 -0.587 -0.200
C 0.100 -1.595 -1.306
C -0.526 0.795 -0.591
C 0.545 1.881 -0.415
C -1.676 1.094 0.231
N -2.589 1.302 0.890
H 1.557 -1.030 2.666
H -0.188 -1.519 2.951
H -0.870 -1.727 -1.795
H 0.432 -2.557 -0.911
H 0.819 -1.253 -2.057
H -0.853 0.769 -1.638
H 0.135 2.862 -0.667
H 1.390 1.672 -1.079
H 0.902 1.903 0.618

* SMILES: C=C=C(C)[C@H](C)C#N
* E_HOMO: -9.59 eV
* total charge: 0
* Kohn-Sham gap: 0.38315 Ha

Arrangement 2

Here is a single C7H9N molecule from the Open Molecules 2025 dataset. Energies are from the ωB97M-V functional and the def2-TZVPD basis.

CARTESIAN COORDINATES (ANGSTROEM)
H 2.901 0.573 -0.680
N 2.156 0.677 0.011
C 1.014 0.329 -0.385
C 0.740 -0.259 -1.709
C -0.200 -1.171 -1.933
C -0.136 0.462 0.555
C -1.040 1.635 0.289
C -0.308 -0.385 1.524
C -0.478 -1.258 2.463
H 1.444 0.004 -2.486
H -0.892 -1.466 -1.157
H -0.316 -1.647 -2.894
H -1.871 1.646 0.996
H -1.435 1.581 -0.735
H -0.472 2.556 0.383
H -0.046 -1.124 3.442
H -1.061 -2.153 2.317

* SMILES: [H]/N=C(\C=C)C(C)=C=C
* E_HOMO: -9.39 eV
* total charge: 0
* Kohn-Sham gap: 0.37400 Ha

Arrangement 3

Here is a molecular structure, C7H9N from the Open Molecules 2025 dataset. Energies are from the ωB97M-V functional and the def2-TZVPD basis.

CARTESIAN COORDINATES (ANGSTROEM)
C -0.283 -0.041 1.390
C 0.387 0.549 0.151
C -0.826 0.625 -0.642
C -1.145 -0.603 0.300
N 2.724 0.056 0.499
C 1.691 0.633 -0.204
C -1.243 1.108 -1.804
C -1.792 -1.742 0.124
H 3.639 0.463 0.378
H 2.467 -0.351 1.390
H -0.741 0.692 2.054
H 0.284 -0.773 1.965
H 1.979 1.159 -1.101
H -0.634 1.782 -2.390
H -2.180 0.794 -2.240
H -2.246 -1.985 -0.828
H -2.079 -2.366 0.956

* E_HOMO: -7.48 eV
* total charge: 0
* Kohn-Sham gap: 0.30083 Ha

Arrangement 4

Here is a single C7H9N molecule from the Open Molecules 2025 dataset. Energies are from the ωB97M-V functional and the def2-TZVPD basis.

CARTESIAN COORDINATES (ANGSTROEM)
C -0.634 -2.038 -1.248
C -0.106 -1.043 -0.233
N 0.677 -1.434 0.820
C 1.101 -0.287 1.523
C 0.504 0.765 0.955
C -0.225 0.275 -0.097
C -0.573 1.644 -0.604
C 0.215 2.193 0.626
H -1.042 -1.396 -2.112
H 0.122 -2.758 -1.552
H -1.707 -2.466 -0.786
H 0.946 -2.448 0.920
H 1.875 -0.481 2.319
H -0.101 1.910 -1.623
H -1.608 2.047 -0.618
H -0.545 2.692 1.283
H 1.101 2.826 0.428

* SMILES: Cc1[nH]cc2c1CC2
* E_HOMO: -7.83 eV
* total charge: 0
* Kohn-Sham gap: 0.32553 Ha

Stability, highest: arrangement 1